The following is a DFT calculation (ωB97M-V/def2-TZVPD) of the ion C6H13N9 with charge +2 at a distorted geometry.

The geometry in XYZ format:
```
28
Properties=species:S:1:pos:R:3:nbo_charge:R:1
H 0.72 2.37 0.79 0.308
N 2.19 0.81 -0.79 -0.225
H 3.56 -2.31 -2.71 0.440
H -4.66 1.35 1.46 0.267
N -1.62 1.50 0.54 -0.183
H 1.22 0.95 2.02 0.270
N 1.80 -1.24 -1.32 -0.269
H -4.73 0.24 0.28 0.282
C -3.36 -0.89 2.57 -0.428
H 4.92 -2.05 -2.16 0.459
C 0.67 1.27 1.21 -0.003
C -4.12 1.17 0.61 -0.694
C 2.54 -0.18 -1.58 0.235
H -4.06 2.02 -0.05 0.286
H -2.95 -1.51 3.34 0.286
H 4.54 -1.80 -3.77 0.455
C 3.70 -0.24 -2.56 -0.243
C -2.74 0.93 0.93 0.401
N 1.02 -0.96 -0.40 -0.026
N -2.40 -0.09 1.79 -0.074
H 3.31 0.28 -3.35 0.263
H 4.58 0.26 -2.33 0.253
N -0.69 0.97 1.27 0.008
N 1.30 0.28 -0.02 -0.001
H -4.01 -1.20 1.79 0.245
H -3.82 -0.26 3.26 0.248
N 4.23 -1.66 -2.84 -0.646
N -1.14 -0.01 2.02 0.085
```

Output
* charge: +2
* ΔE to the lowest compared entry with this formula, charge and spin: 91.77 kJ/mol
* Kohn-Sham gap: 0.374 Eh
* largest force on an atom: 5.49 eV Å⁻¹
* LUMO: -7.086 eV